Entry from the OMol25 dataset: a structure of composition C5H8O in a non-equilibrium geometry (ωB97M-V/def2-TZVPD).

Last column: Löwdin charge in e.
Element x y z (Å)
C 0.949655 -0.797806 -1.346678  -0.120
C 1.659994 0.314427 -1.193406  -0.095
C -0.969715 -0.566682 0.462096  -0.123
C -1.369207 0.896632 0.483774  -0.123
O -0.694791 1.008080 1.803869  -0.040
C -0.365576 -0.292340 1.628255  -0.181
H 0.217653 -0.917442 -2.140915  0.059
H 1.133351 -1.686140 -0.750641  0.054
H 2.422829 0.398384 -0.422437  0.050
H 1.512619 1.182504 -1.830057  0.046
H -0.811077 1.605044 -0.141422  0.114
H -2.431088 1.148353 0.466298  0.117
H 0.299674 -0.839855 2.284090  0.128
H -1.554320 -1.453158 0.697175  0.113

Atoms 1-3, force components in eV/Å:
0.67 -0.02 -0.45
0.10 -0.14 -0.18
-0.81 -0.25 1.40

Computed properties:
- E: -270.38802 Ha
- Energy above the lowest of the compared OMol25 structures with the same formula, charge and spin: 4.622 eV